A structure of composition C19H47AlBF5LiN9O13P2S at a distorted geometry. Source: the Open Molecules 2025 dataset; level of theory: ωB97M-V/def2-TZVPD.

Charge = -2
LUMO = -0.9 eV
Orbital gap = 1.54 eV

CARTESIAN COORDINATES (ANGSTROEM)
C  7.07  0.85  -2.51
C  6.95  -0.71  -3.10
C  5.79  -1.50  -2.26
O  4.58  -1.84  -3.02
C  3.76  -0.66  -3.33
N  2.37  -0.69  -2.68
C  1.63  0.46  -2.79
N  2.19  1.69  -3.55
C  1.17  2.81  -3.46
S  1.31  4.54  -4.17
N  0.09  2.12  -2.65
N  0.23  0.81  -2.23
O  -0.52  -0.02  -1.50
C  -1.89  0.49  -1.29
C  -3.02  -0.71  -1.05
C  -4.39  -0.23  -1.87
O  -3.40  -0.81  0.38
H  6.48  0.97  -1.48
H  6.51  1.56  -3.28
H  8.18  1.18  -2.32
H  6.69  -0.59  -4.24
H  8.03  -1.19  -2.97
H  6.27  -2.54  -1.91
H  5.48  -0.95  -1.24
H  3.56  -0.65  -4.49
H  4.35  0.28  -2.94
H  2.01  -1.52  -2.15
H  2.61  4.97  -3.78
H  -0.72  2.74  -2.45
H  -2.31  1.16  -2.15
H  -1.93  1.14  -0.28
H  -2.66  -1.73  -1.50
H  -4.27  -0.41  -3.04
H  -4.53  0.94  -1.68
H  -5.37  -0.75  -1.46
H  -3.67  0.10  0.69
O  -1.18  3.74  -0.56
H  -1.28  3.41  0.34
H  -0.74  4.60  -0.45
O  0.88  0.24  4.67
P  0.25  -1.15  4.96
N  1.53  -2.00  4.23
C  1.74  -2.13  2.81
C  2.81  -1.86  4.92
N  -1.10  -0.91  3.93
C  -1.42  -1.68  2.74
C  -1.56  0.46  3.74
N  -0.48  -2.74  5.28
C  -1.14  -2.69  6.60
C  0.16  -4.04  5.13
H  2.50  -2.90  2.61
H  2.05  -1.19  2.34
H  0.87  -2.51  2.29
H  2.70  -2.18  5.97
H  3.17  -0.83  4.92
H  3.59  -2.50  4.49
H  -0.86  -1.34  1.87
H  -2.49  -1.59  2.50
H  -1.26  -2.76  2.87
H  -0.94  1.00  3.01
H  -1.55  1.01  4.69
H  -2.60  0.49  3.39
H  -0.39  -2.70  7.40
H  -1.82  -3.54  6.74
H  -1.74  -1.78  6.70
H  1.05  -4.14  5.77
H  0.43  -4.24  4.09
H  -0.53  -4.85  5.40
F  -2.87  1.79  2.57
Al  2.83  5.18  -1.84
B  -0.17  -1.07  -5.81
F  -0.57  -2.05  -4.81
F  -0.90  0.17  -5.60
F  1.26  -0.81  -5.68
F  -0.45  -1.59  -7.14
C  2.67  -0.09  -8.56
C  2.38  -1.46  -9.21
O  1.97  -1.21  -10.45
H  1.78  0.54  -8.52
H  3.02  -0.24  -7.53
H  3.46  0.46  -9.09
H  1.69  -1.96  -8.52
H  3.30  -2.05  -9.07
N  -6.47  1.15  -4.21
O  -6.19  0.57  -5.28
O  -7.50  0.84  -3.59
O  -5.71  2.03  -3.77
C  -4.96  4.52  5.30
C  -4.20  3.70  4.27
N  -3.57  3.02  3.41
H  -5.09  3.93  6.21
H  -4.41  5.43  5.54
H  -5.95  4.79  4.91
O  -5.38  0.41  6.72
P  -4.40  0.97  7.76
O  -4.30  2.50  7.60
O  -3.01  0.34  7.54
O  -4.90  0.63  9.17
Li  -2.60  1.56  6.01